Entry 1:
105
Properties=species:S:1:pos:R:3:forces:R:3 method="wB97M-V/def2-TZVPD" lumo_ha=-0.1286 charge=+1 homo_lumo_gap_ev=7.63
N 1.3965 2.3852 0.1059 -0.1 0.5 -0.3
P 0.8426 3.3467 -1.0080 0.5 -1.0 1.6
C -0.9962 3.2888 -0.9236 0.1 0.4 -1.3
C -1.5397 1.8755 -1.1001 -0.3 -0.2 0.2
N -2.9436 1.8833 -0.5895 1.6 1.4 0.5
C -3.6413 2.9888 -0.8967 -0.4 -0.2 0.1
N -4.8621 3.1882 -0.2961 -0.1 0.0 0.0
N -3.2208 3.8876 -1.7914 0.6 0.3 1.3
C -1.7410 4.1100 -1.9577 0.1 0.0 -0.4
H 1.9469 2.8990 0.7860 0.0 -0.2 0.1
H 1.1699 4.6968 -0.7790 -0.2 0.1 -0.7
H 1.2358 2.9579 -2.3045 -0.4 0.4 -0.2
H -1.2133 3.6869 0.0717 0.1 -0.2 0.1
H -1.5999 1.6120 -2.1569 0.2 0.0 0.0
H -0.9538 1.1109 -0.5959 -0.1 0.0 0.1
H -2.9093 1.7789 0.4262 -0.9 -0.8 -0.1
H -4.9312 3.4861 0.6641 0.1 -0.2 0.1
H -5.7008 3.1179 -0.8466 0.0 0.2 -0.1
H -3.6687 4.7575 -1.5192 -0.5 0.0 -0.8
H -1.4473 3.8427 -2.9729 -0.1 -0.1 0.0
H -1.5450 5.1773 -1.8628 -0.3 0.0 0.1
C -6.2201 0.5482 -2.9947 0.0 0.0 0.0
C -4.8300 0.5724 -2.9833 -0.1 0.1 -0.1
C -4.1192 0.0259 -4.0408 0.2 0.1 0.1
C -4.8164 -0.5314 -5.0948 -0.1 0.1 0.1
C -6.1973 -0.5697 -5.1217 -0.2 0.0 0.0
C -6.9020 -0.0248 -4.0593 0.1 0.0 0.1
N -4.0592 -1.0930 -6.2299 0.0 0.0 0.0
O -2.8479 -1.0561 -6.1623 0.0 0.0 0.0
O -4.6957 -1.5485 -7.1542 0.0 0.0 0.0
H -6.7787 0.9722 -2.1687 0.0 0.0 0.0
H -4.2922 1.0169 -2.1536 -0.2 -0.3 -0.2
H -3.0386 0.0335 -4.0463 0.0 -0.1 -0.1
H -6.7175 -1.0159 -5.9563 0.1 0.0 0.0
H -7.9829 -0.0471 -4.0645 0.0 0.0 0.0
C 4.8474 0.0291 -1.9298 0.1 0.1 -0.1
C 6.0601 0.0153 -2.6060 -0.1 0.0 0.0
C 6.6449 1.2039 -3.0168 0.1 -0.1 -0.1
C 5.9982 2.3924 -2.7364 0.0 -0.1 0.0
C 4.7885 2.4264 -2.0673 -0.2 0.0 0.1
C 4.2098 1.2356 -1.6642 -0.1 -0.1 0.0
N 6.6141 3.6643 -3.1506 0.0 0.0 0.0
O 7.6629 3.6142 -3.7546 0.0 0.0 0.0
O 6.0279 4.6916 -2.8623 0.0 0.0 0.0
H 4.3976 -0.9016 -1.6083 0.0 0.0 0.0
H 6.5589 -0.9217 -2.8128 0.0 0.0 0.0
H 7.5889 1.1982 -3.5415 0.0 0.1 0.0
H 4.3060 3.3707 -1.8605 0.1 0.1 0.0
H 3.2643 1.2504 -1.1345 0.0 0.0 0.0
C 9.2080 -5.8482 -4.0819 0.0 0.0 0.0
C 8.6037 -4.7148 -4.6101 0.0 -0.1 0.1
C 8.8205 -3.4766 -4.0275 -0.1 0.0 -0.1
C 9.6466 -3.3970 -2.9212 0.0 -0.1 -0.1
C 10.2535 -4.5139 -2.3773 0.1 -0.1 0.1
C 10.0283 -5.7478 -2.9660 -0.1 0.0 -0.1
N 9.8974 -2.0814 -2.3092 0.0 0.0 0.0
O 9.3341 -1.1174 -2.7925 -0.1 0.0 0.0
O 10.6510 -2.0349 -1.3612 0.0 0.0 0.0
H 9.0406 -6.8127 -4.5428 0.0 0.0 0.0
H 7.9654 -4.7945 -5.4793 0.0 0.0 0.0
H 8.3566 -2.5898 -4.4330 0.1 0.1 0.1
H 10.8923 -4.4253 -1.5112 0.0 0.1 0.0
H 10.4967 -6.6314 -2.5550 0.0 0.0 0.0
C 0.8054 -3.8293 2.3298 0.0 0.0 0.1
C 0.4158 -2.4946 2.3394 0.0 -0.1 0.0
C 0.4990 -1.7350 1.1835 -0.1 0.1 0.1
C 0.9726 -2.3333 0.0289 0.0 -0.1 0.1
C 1.3723 -3.6576 -0.0015 0.1 -0.2 -0.1
C 1.2847 -4.4056 1.1605 0.0 0.0 0.1
N 1.0525 -1.5426 -1.2049 0.1 0.0 -0.1
O 0.7028 -0.3735 -1.1564 -0.2 0.0 0.0
O 1.4663 -2.0852 -2.2054 0.0 0.0 0.0
H 0.7377 -4.4310 3.2305 0.1 0.2 -0.2
H 0.0472 -2.0441 3.2515 0.0 0.0 0.0
H 0.2078 -0.6945 1.1849 0.1 0.0 -0.1
H 1.7431 -4.1000 -0.9142 0.0 0.1 0.0
H 1.5885 -5.4432 1.1556 0.0 0.0 0.0
C -7.4037 6.5747 5.4806 0.0 0.0 0.0
C -6.7894 7.1779 4.3902 0.0 -0.1 0.1
C -5.8277 6.4918 3.6687 0.0 0.1 -0.1
C -5.5014 5.2029 4.0562 -0.1 0.1 0.1
C -6.0971 4.5862 5.1434 0.0 -0.1 0.1
C -7.0557 5.2837 5.8579 0.0 0.1 0.0
N -4.4990 4.4620 3.2875 0.1 0.0 0.1
O -3.9678 5.0228 2.3368 -0.1 -0.1 -0.2
O -4.2431 3.3230 3.6172 0.0 -0.1 -0.1
H -8.1572 7.1136 6.0392 0.0 0.0 0.0
H -7.0608 8.1836 4.1016 0.0 0.0 0.0
H -5.3436 6.9545 2.8219 0.1 -0.1 0.0
H -5.8214 3.5821 5.4294 0.1 0.0 -0.1
H -7.5333 4.8194 6.7092 0.0 0.0 0.0
C -2.8601 -4.0168 7.9051 0.0 0.0 0.0
C -1.4833 -4.0870 7.7373 -0.1 0.0 0.0
C -0.9508 -4.7061 6.6180 0.1 0.1 0.1
C -1.8151 -5.2429 5.6808 0.0 0.1 0.1
C -3.1888 -5.1884 5.8317 -0.2 0.0 0.0
C -3.7105 -4.5694 6.9559 0.1 0.0 0.1
N -1.2570 -5.8858 4.4822 0.0 -0.1 0.0
O -0.0432 -5.9370 4.3817 -0.1 -0.1 0.2
O -2.0304 -6.3217 3.6579 0.0 0.0 0.0
H -3.2720 -3.5306 8.7795 0.0 0.0 0.0
H -0.8230 -3.6594 8.4789 0.0 0.0 0.0
H 0.1186 -4.7686 6.4810 0.0 -0.1 -0.1
H -3.8417 -5.6207 5.0881 0.1 0.0 -0.1
H -4.7820 -4.5178 7.0910 0.0 0.0 0.0

Entry 2:
95
Properties=species:S:1:pos:R:3:forces:R:3 method="wB97M-V/def2-TZVPD" smiles=COCCCCc1nc2cccc(Br)c2nc1CCCCCCCSc1nnco1.Fc1ccccc1.Fc1ccccc1.Fc1ccccc1 lumo_ha=-0.0095 charge=0 homo_lumo_gap_ev=8.64
C -0.7365 -3.1049 3.7226 0.5 -0.5 0.2
O 0.4189 -2.6485 3.0150 -1.1 0.5 -0.1
C 0.0983 -1.5755 2.1295 0.1 0.1 -0.5
C 0.6564 -1.8181 0.6889 0.8 0.9 1.2
C 1.3062 -0.4687 0.2095 -1.2 -1.5 -0.8
C 0.1622 0.4893 -0.2424 0.7 0.5 0.7
C 0.2584 1.9109 0.3511 -0.2 -1.6 -0.7
N 1.4348 2.2857 0.7999 -2.0 1.0 0.1
C 1.3721 3.5474 1.3310 1.7 0.8 0.7
C 2.5689 4.0851 1.9046 0.6 -0.2 0.1
C 2.6291 5.3355 2.4410 -0.7 1.0 0.3
C 1.4683 6.1837 2.4479 0.1 -0.6 -0.2
C 0.3176 5.6765 1.9241 -0.6 0.2 -0.2
Br -1.2687 6.7811 1.8978 0.6 -0.4 0.0
C 0.2289 4.3612 1.3622 -0.6 0.3 0.0
N -0.9710 3.9298 0.8719 0.9 -0.8 -0.2
C -0.9500 2.7209 0.3619 -0.3 0.0 0.2
C -2.2830 2.2301 -0.2247 0.1 1.2 -0.1
C -3.4863 2.5274 0.7083 -0.4 -0.6 0.4
C -3.8812 1.2851 1.5650 -0.1 0.4 -1.1
C -4.7854 0.2913 0.7650 0.0 0.2 0.3
C -6.2524 0.1935 1.3034 1.0 -0.9 0.3
C -6.7175 -1.2978 1.3235 -0.7 1.0 0.0
C -7.4418 -1.7744 0.0408 1.2 -1.0 1.3
S -6.4996 -1.5759 -1.5175 0.1 0.8 -0.8
C -4.9058 -2.2605 -1.2271 0.3 -1.2 1.0
N -4.6879 -3.3306 -0.5326 -1.0 -0.3 0.2
N -3.3392 -3.5629 -0.4885 0.4 0.8 -0.2
C -2.7975 -2.6023 -1.1697 -0.3 -1.3 0.7
O -3.7182 -1.7665 -1.6762 0.0 1.3 -0.6
H -0.3850 -3.4844 4.6968 -0.2 -0.1 -0.5
H -1.2031 -3.9097 3.1259 -0.1 0.3 0.4
H -1.4676 -2.3098 3.9426 0.3 -0.1 -0.3
H -0.9889 -1.3909 2.0478 0.3 -0.3 0.3
H 0.5339 -0.6616 2.5817 -0.1 -0.3 -0.4
H -0.1259 -2.1668 0.0009 0.3 0.0 0.2
H 1.4372 -2.5896 0.8006 -0.3 0.2 -0.2
H 1.8991 -0.7340 -0.6783 0.3 0.5 0.5
H 1.9023 -0.1142 1.0554 0.1 0.3 -0.6
H 0.1758 0.6053 -1.3407 -0.2 -0.2 0.3
H -0.7887 0.0169 0.0558 0.2 0.4 -0.2
H 3.4832 3.4832 1.9374 -0.5 0.0 -0.2
H 3.5403 5.7426 2.8873 -0.2 -0.4 -0.2
H 1.4588 7.1962 2.8519 0.2 -0.3 -0.1
H -2.2484 1.1880 -0.5608 -0.1 0.3 0.2
H -2.4369 2.8557 -1.1260 0.2 -0.4 0.2
H -3.2977 3.3635 1.3971 0.3 -0.1 -0.5
H -4.3503 2.8346 0.0905 0.3 -0.2 0.3
H -4.4122 1.6409 2.4603 0.3 -0.3 -0.1
H -2.9421 0.7765 1.8488 -0.4 0.2 0.2
H -4.2966 -0.6976 0.8443 -0.4 0.3 -0.1
H -4.8229 0.5493 -0.3081 0.3 0.0 0.4
H -6.2127 0.5182 2.3575 -0.2 0.0 -0.4
H -6.9477 0.8447 0.7518 0.2 -0.2 0.2
H -5.8555 -1.9237 1.5931 -0.4 0.0 -0.2
H -7.4596 -1.3820 2.1417 0.3 -0.2 -0.4
H -7.6270 -2.8537 0.1641 -0.2 0.4 -0.2
H -8.3897 -1.2268 -0.0436 0.4 -0.1 -0.5
H -1.7199 -2.5407 -1.2861 -0.5 0.6 -0.5
F 5.9572 8.6990 2.9676 0.0 0.0 0.0
C 6.1709 8.0897 1.7862 0.1 -0.2 -0.3
C 5.0996 7.5493 1.1028 -0.2 0.0 0.1
C 5.3179 6.9252 -0.1168 0.2 0.0 0.0
C 6.6047 6.8404 -0.6321 0.0 0.0 -0.1
C 7.6728 7.3847 0.0697 -0.2 0.0 0.0
C 7.4561 8.0190 1.2850 0.2 0.1 0.1
H 4.1054 7.6186 1.5236 0.0 0.1 0.0
H 4.4841 6.5047 -0.6644 0.0 0.0 0.1
H 6.7746 6.3494 -1.5818 0.0 0.0 0.0
H 8.6763 7.3152 -0.3298 0.0 0.0 0.0
H 8.2743 8.4565 1.8422 0.0 0.0 0.0
F 1.2998 -6.4699 -1.9005 0.1 0.0 0.0
C 0.0203 -6.8034 -2.1637 -0.4 -0.1 -0.1
C -0.2448 -7.9766 -2.8424 0.2 -0.2 -0.1
C -1.5631 -8.3205 -3.1080 -0.1 0.2 0.1
C -2.5952 -7.4840 -2.7018 0.0 -0.1 0.0
C -2.3109 -6.3050 -2.0245 0.0 -0.2 -0.1
C -0.9948 -5.9643 -1.7482 0.1 0.2 0.1
H 0.5738 -8.6109 -3.1574 0.0 0.0 0.0
H -1.7850 -9.2410 -3.6324 0.0 0.0 0.0
H -3.6226 -7.7521 -2.9137 0.0 0.0 0.0
H -3.1120 -5.6512 -1.7109 0.1 0.0 0.1
H -0.7540 -5.0542 -1.2130 0.0 0.0 0.0
F 4.3259 -0.5635 -1.5764 0.0 0.1 0.0
C 4.4078 -1.6893 -2.3101 0.0 -0.3 -0.2
C 4.7561 -1.6030 -3.6438 0.1 0.2 -0.1
C 4.8426 -2.7663 -4.3959 -0.1 -0.1 0.2
C 4.5702 -3.9957 -3.8094 0.0 -0.1 -0.1
C 4.2165 -4.0644 -2.4683 0.0 0.1 -0.1
C 4.1395 -2.9045 -1.7100 -0.1 0.0 0.2
H 4.9564 -0.6349 -4.0845 0.0 0.0 0.0
H 5.1217 -2.7136 -5.4403 0.0 0.0 0.0
H 4.6339 -4.9012 -4.3993 0.0 0.0 0.0
H 3.9999 -5.0218 -2.0122 0.0 0.0 0.0
H 3.8736 -2.9382 -0.6609 0.0 0.0 0.0